No. 1
H38O19 | ωB97M-V/def2-TZVPD

Values from the calculation:
LUMO level = -0.50 eV
Energy above the lowest of the compared OMol25 structures with the same formula, charge and spin = 329.9 kJ/mol
HOMO = -10.2 eV

Cartesian coordinates (Å):
O 1.7263 2.1980 -3.5466
H 2.1570 2.8976 -4.0293
H 0.8096 2.2851 -3.1332
O -1.2090 -3.4347 -3.6128
H -0.8715 -2.9176 -2.8726
H -2.0326 -3.7544 -3.2234
O -0.3739 0.4736 0.8580
H 0.1833 1.1400 1.2902
H -1.2260 0.9327 0.8234
O -2.9304 -1.8428 -1.6530
H -2.3848 -2.4380 -1.1289
H -3.1295 -1.2388 -0.9316
O 4.2244 1.7266 -1.5877
H 5.0562 1.3019 -1.8000
H 3.6482 1.7049 -2.3469
O 3.4946 -3.0931 2.1899
H 3.0110 -3.5232 1.4844
H 2.7883 -2.7522 2.7569
O -2.2163 0.3356 3.4878
H -2.6219 0.0551 4.3110
H -2.8240 0.8709 2.9644
O 0.3385 -3.1628 -0.2891
H 1.2117 -2.8198 -0.0993
H -0.2879 -2.8967 0.3850
O -2.1913 -1.8857 1.2491
H -2.7307 -1.0893 1.3219
H -1.5617 -1.6100 1.9342
O 0.0640 -4.0887 2.7856
H -0.1618 -3.6090 1.9782
H 0.2410 -3.2675 3.2710
O -1.6112 -0.2212 -3.5222
H -1.9028 -1.1308 -3.4497
H -0.8351 -0.0509 -3.0072
O 2.1304 2.3702 0.5001
H 1.2661 2.7759 0.3994
H 2.5246 2.1967 -0.3644
O -2.8944 1.7910 0.9495
H -2.4780 2.6682 0.7963
H -3.8005 2.0406 0.7699
O 3.1517 -1.0119 0.5294
H 3.9498 -1.4043 0.1964
H 3.3889 -1.1472 1.4586
O -0.3473 2.8962 2.2524
H -0.6305 3.7405 2.6345
H -0.6770 2.3714 3.0003
O 1.5352 -1.2347 3.2018
H 1.4119 -0.9087 4.0873
H 1.0711 -0.6656 2.5755
O -0.4310 2.4261 -2.2856
H -0.9634 2.3823 -3.0893
H -0.0671 1.5668 -1.9606
O -2.1799 4.1282 -0.6291
H -1.4296 3.7904 -1.1197
H -2.7934 3.7214 -1.2594
O 0.5067 -0.0395 -1.8831
H 0.7841 0.2848 -1.0141
H 1.1196 0.1669 -2.6034


No. 2
H39O20 | ωB97M-V/def2-TZVPD

Values from the calculation:
Total charge = -1
LUMO level = 2.04 eV
Energy above the lowest of the compared OMol25 structures with the same formula, charge and spin = 499.2 kJ/mol
HOMO = -6.9 eV

Cartesian coordinates (Å):
O -0.7023 -4.6542 -1.2897
H 1.0896 0.5397 -0.4094
O 2.7437 -2.5156 -2.6227
H 2.0710 -3.0889 -2.2444
H 2.2737 -2.0369 -3.3647
O -1.6992 -2.3937 0.7424
H -0.8812 2.1452 -2.0929
H -1.2957 -1.5775 0.3809
O 5.4922 -0.5792 0.4786
H 4.5829 -0.7947 0.6890
H -3.0922 4.2339 -2.8020
O -3.5630 4.2123 -1.9564
H 2.4394 1.5935 -2.8783
H -1.1138 -2.2187 1.5103
O -4.0388 -1.7094 -0.6435
H -1.2370 -5.4386 -1.1825
H -1.0093 -3.8755 -1.7502
O -1.3084 0.4045 1.2714
H -2.5996 1.7314 4.9763
H -1.9868 0.0993 0.6538
O 0.5214 0.4550 4.6818
H -0.6634 0.9369 0.7568
H 2.3935 1.6083 1.6760
O 2.5554 -0.8836 2.1674
H 2.2701 -0.3267 1.3863
H 1.9617 -1.6369 2.0269
O 2.0254 0.1799 -0.3243
H 2.5072 0.6261 -1.0361
H 0.9913 -0.1481 -2.6247
O 3.2202 2.0553 -3.3448
H 5.5240 -0.0225 -0.2947
H 2.8395 1.8991 -4.2640
O 0.2651 4.9479 -3.5654
H -4.0567 3.3458 -2.0320
H -4.0707 -2.6787 -0.5351
O 1.3022 -0.5682 -3.4712
H 1.8616 0.0481 -3.9645
H 0.8921 0.8868 5.4418
O -0.9456 2.6176 -3.0076
H 0.9559 0.4628 3.8225
H -0.7650 1.9159 -3.6379
O -2.0792 -0.9568 -3.0008
H -1.3732 -0.3237 -3.1504
H -2.3326 -0.8420 -2.0790
O -0.7674 -3.5530 4.0215
H -0.7138 -2.5743 4.0250
H 1.0428 4.3976 -3.5525
O 1.6354 2.0402 2.1358
H -0.1744 -3.5513 4.8165
H 2.1747 2.7281 2.5370
O -0.0157 0.7930 -1.6348
H -4.1519 -1.3522 0.2385
H -0.4446 4.4378 -3.1737
O -1.3750 -1.0083 4.1167
H -2.0165 -1.1120 4.8587
H -0.8168 -0.1685 4.1381
O -3.1140 0.9140 5.1147
H -2.5159 0.2008 4.8573
H -0.7123 0.1327 -1.5921


No. 3
H39O20 | ωB97M-V/def2-TZVPD

Values from the calculation:
Spin multiplicity = 2
LUMO level (spin up / spin down) = -1.18 / -6.38 eV
Energy above the lowest of the compared OMol25 structures with the same formula, charge and spin = 149.5 kJ/mol
HOMO (spin up / spin down) = -10.3 / -10.3 eV

Cartesian coordinates (Å):
O 0.3921 -1.4950 1.3830
H -2.9610 -2.3848 -2.3766
O 1.8207 0.1923 2.3787
H 1.3799 0.8529 2.9875
H 0.9996 -0.3878 2.2534
O -3.3597 -0.0824 3.6635
H -0.5817 -1.0398 -3.5152
H -2.4796 0.2076 3.2712
O -4.2039 -1.7256 1.7485
H -4.0133 -1.0334 2.3941
H -4.0074 0.0316 0.0010
O -3.1602 -0.3596 -0.0796
H -1.4150 2.0508 -0.1018
H -3.1958 -0.3799 4.5398
O 4.1648 -1.2728 -1.9463
H 1.0169 -1.8727 2.0658
H -3.4107 -2.2814 1.8869
O 0.3736 1.3956 -1.7696
H 0.5345 1.1766 -0.8573
H 1.1636 1.7638 -2.3078
O 4.0038 1.0719 -0.1011
H 3.6241 -2.0205 -1.7086
H 2.5397 -0.3738 -4.0658
O -0.9913 4.0384 3.1926
H -1.6829 3.4910 2.7527
H -0.5878 4.6094 2.5150
O 2.7986 3.7761 -1.1058
H 3.3220 4.5944 -1.1376
H 1.8975 4.0673 -0.8306
O -2.1188 2.0264 0.5523
H -1.4195 4.2639 -1.8201
H -2.3685 1.0802 0.4519
O -3.1309 -3.3267 -2.3908
H 4.3948 0.0906 2.6842
H 4.5778 -0.8112 -1.1668
O -0.6988 3.9737 -2.3385
H -0.7820 2.9884 -2.3504
H 4.1145 1.9116 0.5191
O -0.1815 -1.5473 -4.2510
H 3.5426 0.4032 0.5838
H -0.8351 -1.7145 -4.9336
O 2.2079 -3.2149 -0.2017
H 1.4033 -3.3406 0.3320
H 2.4504 -2.2871 -0.2457
O -1.4748 -3.1312 2.2817
H -0.6482 -2.5917 1.9861
H -3.2254 -1.2433 0.3177
O 5.3337 0.0298 2.2645
H -1.3169 -3.9147 1.7922
H 5.1670 0.8076 1.6935
O 2.3090 -0.7147 -4.9350
H 1.3744 -0.7880 -4.6476
H -2.2520 -3.7898 -2.5900
O -2.6713 -0.6256 -2.3795
H -3.4472 -0.7002 -1.8180
H -1.9258 -0.7226 -1.8246
O -0.9121 0.1559 2.8682
H -0.6773 0.8504 2.2113
H -0.7703 -0.7277 2.2246


No. 4
H3I3Si2 | ωB97M-V/def2-TZVPD

Values from the calculation:
Spin multiplicity = 3
LUMO level (spin up / spin down) = -0.08 / -3.76 eV
HOMO (spin up / spin down) = -6.9 / -9.5 eV

Cartesian coordinates (Å):
Si -0.3566 0.0461 0.0320
Si -2.6760 0.3378 0.0508
I -3.9769 -2.6382 0.0672
I -3.6699 1.4813 2.0158
I -3.7182 1.3504 -1.9601
H 0.1846 1.3468 0.4346
H 0.0195 -0.2799 -1.3347
H -0.0278 -0.9976 0.9904


No. 5
H3IIn | ωB97M-V/def2-TZVPD

Values from the calculation:
Total charge = -1
LUMO level = 3.23 eV
HOMO = -4.7 eV

Cartesian coordinates (Å):
In -0.0153 -0.1772 -0.1421
I 0.2628 1.9451 1.7251
H -1.5835 0.0705 -1.0171
H 1.3866 -0.0345 -1.2655
H -0.0506 -1.8038 0.6997


No. 6
H3IO3P | ωB97M-V/def2-TZVPD

Values from the calculation:
Total charge = +1
LUMO level = -6.37 eV
Energy above the lowest of the compared OMol25 structures with the same formula, charge and spin = 282.1 kJ/mol
HOMO = -15.4 eV

Cartesian coordinates (Å):
O -1.0375 -1.1248 -0.3592
O -0.7724 1.2553 0.4304
O 1.6136 0.0323 -0.9802
P -0.0851 -0.1366 0.3574
I 0.6897 -0.7447 2.5348
H -1.0197 -1.8387 -0.9970
H -1.3894 1.7542 -0.1790
H 2.0008 0.8029 -0.8071


No. 7
H3IO3Si | ωB97M-V/def2-TZVPD

Values from the calculation:
LUMO level = -0.44 eV
Energy above the lowest of the compared OMol25 structures with the same formula, charge and spin = 383.1 kJ/mol
HOMO = -9.5 eV

Cartesian coordinates (Å):
O -0.0729 1.0387 1.3338
O 0.1535 0.8919 -1.3688
O 0.8360 -2.0534 -0.0504
Si -0.3415 0.2435 -0.0370
I -2.5708 -0.4657 -0.4657
H -0.5736 1.0691 2.1444
H 0.9926 0.8324 -1.7718
H 1.5767 -1.5565 0.2155


No. 8
H3N | ωB97M-V/def2-TZVPD

Values from the calculation:
SMILES = N
LUMO level = 1.35 eV
Energy above the lowest of the compared OMol25 structures with the same formula, charge and spin = 6.2 kJ/mol
HOMO = -9.7 eV

Cartesian coordinates (Å):
N -0.0173 -0.1611 -0.0799
H -0.8837 0.3284 -0.2004
H 0.1506 -0.4062 0.8735
H 0.7504 0.2389 -0.5932


No. 9
H3N2O | ωB97M-V/def2-TZVPD

Values from the calculation:
Total charge = -1
LUMO level (spin up / spin down) = 5.75 / 5.75 eV
Energy above the lowest of the compared OMol25 structures with the same formula, charge and spin = 302.4 kJ/mol
HOMO (spin up / spin down) = -1.5 / -1.5 eV

Cartesian coordinates (Å):
N 0.7465 0.2625 -0.3566
N -0.5986 -0.3980 -0.3658
O -1.4315 0.2621 0.3496
H 1.0820 0.3797 0.6042
H 0.5018 1.2124 -0.6594
H -0.3002 -1.7187 0.4280


No. 10
H3N2O2P | ωB97M-V/def2-TZVPD

Values from the calculation:
SMILES = NP=O.N=O
LUMO level (spin up / spin down) = -0.62 / -0.62 eV
Energy above the lowest of the compared OMol25 structures with the same formula, charge and spin = 254.7 kJ/mol
HOMO (spin up / spin down) = -9.5 / -9.5 eV

Cartesian coordinates (Å):
N 1.9947 0.6911 0.4233
N -1.6201 0.1296 -0.3815
O 0.1592 -1.1414 0.8541
O 1.6489 0.5695 -0.7207
P -0.3381 -1.0207 -0.4742
H 1.7604 -0.1381 0.9753
H -1.4988 0.4555 0.5686
H -2.1062 0.4544 -1.2451


No. 11
H3N2OS | ωB97M-V/def2-TZVPD

Values from the calculation:
Total charge = -1
LUMO level = 4.33 eV
Energy above the lowest of the compared OMol25 structures with the same formula, charge and spin = 198.6 kJ/mol
HOMO = -2.3 eV

Cartesian coordinates (Å):
N 4.6978 1.1408 -0.0067
N 5.2179 0.1427 -0.2041
O 3.9620 2.0728 0.1289
S 3.7143 -1.7741 0.0171
H -2.3139 0.4174 -0.6984
H 3.3381 -1.4520 1.2944
H -1.7642 0.8570 -0.9144


No. 12
H3N2OS | ωB97M-V/def2-TZVPD

Values from the calculation:
Total charge = -1
LUMO level = 4.29 eV
Energy above the lowest of the compared OMol25 structures with the same formula, charge and spin = 0.0 kJ/mol
HOMO = -3.0 eV

Cartesian coordinates (Å):
N -1.3959 -0.3876 -0.1897
N -0.2413 -0.1142 -0.7407
O 1.4826 0.9428 1.4586
S 0.0680 -0.4961 -2.3101
H -1.9835 -0.9547 -0.8696
H 1.5532 0.0719 1.0596
H 0.5169 0.9380 1.5919